ORCA calculation (the ωB97M-V functional and the def2-TZVPD basis) on a 6-piece molecular cluster, C24H59BrF3N3O5PS overall.

Properties
Charge: +1

CARTESIAN COORDINATES (ANGSTROEM)
N: -3.70314 -4.02773 0.89870
C: -2.62355 -4.00575 1.56530
N: -1.40146 -4.28107 0.92899
P: -1.07588 -3.23697 -0.43906
S: -1.90486 -1.49229 -0.29756
N: -2.71416 -3.74236 2.89330
Br: -1.84757 -5.07084 3.87316
C: -2.36007 -2.36057 3.30586
C: -0.88460 -1.94754 3.20910
C: -0.19927 -1.76374 4.52283
F: -0.91081 -1.06779 5.36561
F: 0.92226 -1.10307 4.30737
F: 0.13738 -2.88151 5.09745
H: -4.59171 -3.73965 1.29559
H: -3.70693 -4.35327 -0.05899
H: -1.32093 -5.26735 0.68428
H: 0.31430 -3.06671 -0.52025
H: -1.50538 -3.97851 -1.56218
H: -2.70707 -2.23125 4.31439
H: -2.94113 -1.67993 2.70967
H: -0.27470 -2.60852 2.61583
H: -0.85025 -0.98963 2.72393
C: 0.95852 0.70158 8.02124
C: 0.35948 1.35799 6.78881
O: 0.10467 2.74194 6.93980
C: 1.22981 3.55598 7.21663
C: 2.29849 3.51452 6.13724
H: 0.32324 0.86999 8.89157
H: 1.06216 -0.37303 7.86357
H: 1.94798 1.09740 8.25376
H: -0.60564 0.90641 6.57994
H: 0.98811 1.17887 5.90930
H: 1.65717 3.30230 8.19291
H: 0.84362 4.57215 7.30162
H: 2.74285 2.52236 6.04268
H: 3.09839 4.21767 6.37038
H: 1.86897 3.77675 5.16956
C: -5.07150 -4.88707 -4.37223
C: -4.53626 -3.79126 -3.46837
O: -3.15714 -3.52143 -3.63957
C: -2.76316 -3.08119 -4.93633
C: -3.42670 -1.79067 -5.37579
H: -4.49541 -5.80527 -4.24842
H: -6.11602 -5.09319 -4.13790
H: -5.01897 -4.60377 -5.42302
H: -4.64814 -4.10494 -2.42397
H: -5.12151 -2.87324 -3.58097
H: -2.92911 -3.87390 -5.67222
H: -1.68509 -2.92958 -4.88002
H: -4.50666 -1.90519 -5.48462
H: -3.02411 -1.47404 -6.33876
H: -3.25009 -1.00169 -4.64277
C: 0.87141 9.49997 4.47603
C: 1.31586 8.82873 3.18780
O: 2.20656 7.74462 3.38087
C: 1.71555 6.66302 4.14707
C: 0.48598 5.99325 3.55344
H: 1.73569 9.82578 5.05591
H: 0.25065 10.36791 4.25300
H: 0.28540 8.82797 5.10520
H: 1.86185 9.54872 2.57824
H: 0.44929 8.51210 2.59625
H: 1.52291 6.98028 5.17881
H: 2.52950 5.93908 4.19128
H: -0.37013 6.66849 3.52454
H: 0.20329 5.12450 4.14983
H: 0.68662 5.67021 2.53049
C: 5.84907 -3.04173 0.04676
C: 4.46970 -3.31153 -0.52633
O: 3.45084 -2.48217 0.01154
C: 3.61372 -1.08648 -0.18640
C: 3.65737 -0.67016 -1.64696
H: 5.83563 -3.12454 1.13405
H: 6.56756 -3.75801 -0.35123
H: 6.20610 -2.04218 -0.20424
H: 4.17429 -4.33273 -0.28229
H: 4.48226 -3.24161 -1.61950
H: 4.50094 -0.72740 0.34435
H: 2.75327 -0.61904 0.29459
H: 4.52643 -1.08175 -2.16120
H: 3.70720 0.41546 -1.72659
H: 2.76638 -1.02042 -2.17187
C: 1.04425 -1.33068 -8.21412
C: -0.33400 -1.59198 -8.79716
O: -1.34712 -0.74825 -8.27924
C: -1.17251 0.64244 -8.49274
C: -1.11004 1.03885 -9.95774
H: 1.02004 -1.40106 -7.12525
H: 1.75904 -2.05900 -8.59765
H: 1.41424 -0.33771 -8.47231
H: -0.64290 -2.60753 -8.54562
H: -0.31014 -1.53494 -9.89032
H: -0.28787 1.00349 -7.95641
H: -2.03541 1.12075 -8.02844
H: -0.23764 0.61524 -10.45704
H: -1.05262 2.12317 -10.05107
H: -1.99692 0.68649 -10.48572


ORCA calculation (the ωB97M-V functional and the def2-TZVPD basis) on a 6-piece molecular cluster, C24H59NO6 overall.

Properties
Relative energy (zero: lowest compared OMol25 entry of this formula, charge and spin) in kcal/mol: 37.32
Charge: 0

CARTESIAN COORDINATES (ANGSTROEM)
C: 17.96145 7.34630 13.84209
C: 17.08926 8.56451 13.49295
C: 16.12836 8.67705 14.69829
C: 17.97355 9.80560 13.32757
C: 17.21408 11.00294 12.76460
C: 16.46766 10.64213 11.54508
C: 15.55528 9.38818 11.66869
C: 14.27424 9.68351 12.44906
C: 15.18800 8.86476 10.21852
N: 16.37844 8.30378 12.21917
O: 15.44090 7.23929 12.47479
H: 17.36321 6.47047 14.03643
H: 18.64606 7.11661 13.04236
H: 18.57443 7.56923 14.69458
H: 16.61717 8.61107 15.65633
H: 15.52718 9.60102 14.61559
H: 15.36328 7.88585 14.63315
H: 18.57675 10.00096 14.21773
H: 18.71221 9.54527 12.53927
H: 16.52357 11.39720 13.52856
H: 17.89544 11.81869 12.62487
H: 17.21045 10.40320 10.72598
H: 15.80961 11.46750 11.25363
H: 13.51981 10.09139 11.74754
H: 14.34290 10.37710 13.30093
H: 13.87458 8.78035 12.77790
H: 14.73731 7.88697 10.23966
H: 16.06322 8.79888 9.57324
H: 14.47039 9.48336 9.67091
H: 15.67403 6.47927 11.91066
C: 8.40250 13.44631 14.09407
C: 8.46390 14.08113 12.71938
C: 9.89800 14.20064 12.15819
O: 7.60391 13.46952 11.79055
H: 7.42714 13.59333 14.57962
H: 9.09101 14.03423 14.70176
H: 8.66395 12.36886 14.19530
H: 8.02024 15.07960 12.82198
H: 9.95456 14.65250 11.16960
H: 10.12694 13.12850 12.02243
H: 10.60535 14.72419 12.75685
H: 7.82609 12.51673 11.86126
C: 18.71323 17.64476 13.49794
C: 17.62580 16.92822 14.29504
C: 16.17586 17.45590 14.01723
O: 17.68585 15.56243 13.85375
H: 18.92228 18.68920 13.84145
H: 18.43039 17.80580 12.45189
H: 19.61188 17.03845 13.56862
H: 17.82448 16.96060 15.36853
H: 15.49924 16.58471 14.22437
H: 16.12070 17.80856 12.98918
H: 15.96109 18.33146 14.65331
H: 18.57347 15.23354 14.00182
C: 17.61505 16.71776 7.78009
C: 18.97049 16.85183 7.11344
C: 19.89708 17.93938 7.66957
O: 19.60452 15.58732 7.30305
H: 17.68826 16.64799 8.83340
H: 17.11876 15.81769 7.48220
H: 16.95410 17.61047 7.58946
H: 18.79702 16.93689 6.01037
H: 19.97948 17.69942 8.73443
H: 19.52997 18.95896 7.54711
H: 20.85404 17.80938 7.15760
H: 20.42900 15.63847 6.80413
C: 16.43151 14.38314 10.83387
C: 15.17529 14.73310 11.63873
C: 13.88377 14.18519 11.06079
O: 15.24399 14.20743 12.94594
H: 16.34196 14.87535 9.86534
H: 16.51370 13.31337 10.65277
H: 17.32747 14.74729 11.35864
H: 15.15838 15.87181 11.60413
H: 13.00345 14.62084 11.55251
H: 13.88317 13.10736 11.28573
H: 13.79499 14.32030 10.00111
H: 16.06172 14.47132 13.37703
C: 12.88717 14.21886 7.23737
C: 14.06735 13.45201 6.64857
C: 14.94375 12.81585 7.64796
O: 13.64365 12.30452 5.88965
H: 12.22065 14.43562 6.39902
H: 13.14986 15.17666 7.67927
H: 12.34912 13.61922 7.95751
H: 14.65857 14.10477 5.95105
H: 14.36248 12.39541 8.44394
H: 15.64237 13.56090 8.00474
H: 15.57469 12.05592 7.21820
H: 12.94279 12.54482 5.26100


ORCA calculation (the ωB97M-V functional and the def2-TZVPD basis) on a 9-piece molecular cluster, C24H59NO9PS overall.

Properties
Charge: +1

CARTESIAN COORDINATES (ANGSTROEM)
N: 1.05224 -3.42752 0.43063
P: 0.92292 -2.19102 -0.48147
S: 1.41322 -0.37368 0.71914
C: 0.24701 0.97470 0.35449
C: -0.94178 0.67427 1.28798
O: -1.17072 1.36243 2.22701
C: -1.72322 -0.52902 0.88682
C: -2.53655 -0.42029 -0.23870
C: -3.24171 -1.53583 -0.66930
C: -3.10185 -2.73274 0.02638
C: -2.30287 -2.83455 1.15577
C: -1.59702 -1.71671 1.59851
H: 0.16498 -3.91848 0.51051
H: -0.36899 -2.03656 -1.01929
H: 1.88341 -2.19267 -1.50096
H: 2.61484 0.03423 0.21714
H: -0.10445 0.85869 -0.66502
H: 0.68603 1.95063 0.52373
H: -2.58122 0.52280 -0.76524
H: -3.86193 -1.45053 -1.54513
H: -3.64286 -3.60017 -0.31696
H: -2.19095 -3.75717 1.70103
H: -0.96640 -1.76851 2.47318
C: 1.07731 -6.95805 3.55843
C: -0.03052 -6.86444 2.52860
O: 0.04137 -5.63524 1.79551
H: 1.01976 -6.12215 4.25621
H: 1.01033 -7.88952 4.12058
H: 2.05616 -6.91602 3.07560
H: -1.00581 -6.88754 3.01312
H: 0.02837 -7.70059 1.82604
H: 0.89784 -5.60858 1.35467
C: 0.08363 5.06868 0.27320
C: 1.38830 5.04056 -0.50221
O: 1.17170 5.04806 -1.91165
H: -0.54155 4.21353 0.00060
H: 0.26395 5.04566 1.34880
H: -0.48363 5.97134 0.04576
H: 1.94877 4.12954 -0.28470
H: 2.01451 5.89405 -0.22793
H: 0.69982 5.85632 -2.13643
C: 1.80775 1.16467 4.68107
C: 1.58572 -0.33709 4.71729
O: 0.21057 -0.64723 4.92615
H: 1.46799 1.61944 5.61042
H: 2.86320 1.40511 4.53916
H: 1.23399 1.62162 3.86820
H: 2.14156 -0.78627 5.53728
H: 1.92726 -0.80085 3.78236
H: -0.29961 -0.25165 4.21220
C: -2.72577 -9.90439 -0.78227
C: -1.34425 -9.91974 -0.15655
O: -0.60324 -8.74184 -0.47780
H: -2.64994 -9.81308 -1.86591
H: -3.27433 -10.81634 -0.54502
H: -3.30444 -9.05088 -0.41987
H: -0.76315 -10.75984 -0.53137
H: -1.41972 -10.01541 0.93224
H: -1.09743 -7.98671 -0.14411
C: 7.07146 -0.89310 0.00596
C: 5.63027 -0.65303 0.40176
O: 4.81475 -0.33778 -0.74132
H: 7.47820 -0.01561 -0.49576
H: 7.68348 -1.11272 0.88024
H: 7.14737 -1.73365 -0.68723
H: 5.55407 0.19742 1.07773
H: 5.22027 -1.53343 0.90831
H: 4.87256 -1.08278 -1.34863
C: 1.33274 4.63478 -5.33802
C: 0.04592 5.43795 -5.41937
O: 0.26423 6.71770 -5.99860
H: 2.07613 5.16370 -4.74295
H: 1.16008 3.65501 -4.88834
H: 1.75256 4.49372 -6.33679
H: -0.36662 5.59979 -4.42358
H: -0.70069 4.89998 -6.01575
H: 0.61365 6.58803 -6.88518
C: -3.11823 6.17197 2.55352
C: -2.22709 7.31365 3.00827
O: -1.43049 7.82323 1.93974
H: -2.51602 5.36236 2.13798
H: -3.70799 5.77951 3.38270
H: -3.80425 6.50586 1.77137
H: -1.53265 6.97483 3.77514
H: -2.83060 8.12356 3.42908
H: -2.02865 8.14493 1.25846
C: -3.00095 2.73063 -5.32950
C: -2.83380 2.95801 -3.83970
O: -2.18808 1.84512 -3.21189
H: -3.59130 1.83365 -5.51718
H: -3.49629 3.57998 -5.80040
H: -2.02833 2.58773 -5.80718
H: -3.80253 3.07943 -3.35924
H: -2.23710 3.85481 -3.64698
H: -1.32468 1.74737 -3.62455


ORCA calculation (the ωB97M-V functional and the def2-TZVPD basis) on C24H60AlClF2N7O22P2S2 as an isolated structure.

Properties
Charge: +1

CARTESIAN COORDINATES (ANGSTROEM)
Al: -2.42211 1.37091 -2.25427
N: -0.07719 -0.13328 -1.58264
S: 1.26860 -0.60637 -2.19303
O: 1.48690 -2.02621 -2.39660
O: 2.33566 0.26669 -2.05541
F: 0.62700 -0.16946 -3.60787
S: 0.42728 -0.80309 -0.15526
O: 1.31504 -0.02279 0.68708
O: 0.29333 -2.20354 0.03979
F: -0.89030 -0.24415 0.61458
Cl: 0.13686 3.29200 -4.55402
O: 1.44204 2.97077 -4.16008
O: 0.12804 4.16262 -5.61862
O: -0.61376 2.13323 -4.89772
O: -0.45629 3.85081 -3.42707
O: 1.57576 3.64903 5.10988
P: 2.81477 2.98467 5.15057
N: 2.86327 1.49482 4.18919
C: 2.62270 1.58385 2.77468
C: 2.36111 0.16320 4.83137
N: 3.30187 2.40959 6.70065
C: 4.74114 2.63915 7.19347
C: 2.31158 2.02805 7.75519
N: 4.20267 3.76516 4.53628
C: 5.59483 3.16576 4.33773
C: 4.23708 5.33301 4.48670
H: 2.65083 0.59615 2.31451
H: 3.39282 2.12846 2.22841
H: 1.70818 2.17228 2.70051
H: 2.44598 -0.65672 4.11818
H: 1.31982 0.35539 5.08998
H: 2.72281 -0.20343 5.79203
H: 5.46192 2.00320 6.67952
H: 5.07654 3.64713 6.94935
H: 4.77446 2.58809 8.28176
H: 2.38148 2.63560 8.65747
H: 1.28490 2.17246 7.41877
H: 2.45745 0.96540 7.94911
H: 6.30671 3.66349 4.99622
H: 5.75886 2.08851 4.36447
H: 5.94642 3.51605 3.36727
H: 5.27133 5.65831 4.37436
H: 3.88951 5.73902 5.43667
H: 3.50427 5.66800 3.75263
O: -2.09147 -1.08150 -3.97977
P: -2.18414 -2.15996 -5.02121
N: -0.93959 -2.33676 -6.05218
C: -0.47823 -1.22114 -6.94375
C: 0.10275 -3.21557 -5.70961
N: -3.53686 -1.79411 -6.12873
C: -4.52638 -0.79283 -5.78252
C: -3.88838 -2.52631 -7.35846
N: -2.60748 -3.76334 -4.52807
C: -2.72434 -4.85128 -5.41865
C: -2.54150 -4.17325 -3.17680
H: -1.28558 -1.04374 -7.65426
H: 0.51410 -1.25683 -7.39333
H: -0.35378 -0.27161 -6.42317
H: 0.51048 -3.08206 -4.70759
H: 0.98998 -3.23072 -6.34262
H: -0.31263 -4.21789 -5.81402
H: -4.18570 -0.26090 -4.89422
H: -4.71000 -0.08040 -6.58677
H: -5.42418 -1.37785 -5.58299
H: -4.44600 -3.44209 -7.16226
H: -4.37355 -1.92074 -8.12396
H: -2.94594 -2.89278 -7.76544
H: -2.37142 -4.48957 -6.38443
H: -2.12373 -5.68538 -5.05580
H: -3.77817 -5.12314 -5.47884
H: -2.84966 -3.28456 -2.62602
H: -1.63287 -4.63436 -2.78968
H: -3.21585 -4.99493 -2.93557
C: 2.94657 -3.88829 -0.64320
O: 3.57644 -2.74160 -0.12874
C: 4.20352 -2.67543 1.05970
O: 4.32436 -3.56712 1.84320
O: 4.67432 -1.37614 1.31274
C: 5.26249 -1.03276 2.56880
H: 3.63232 -4.72143 -0.48913
H: 2.81914 -3.97881 -1.72194
H: 2.01197 -4.06161 -0.10976
H: 6.12802 -1.54932 2.98367
H: 4.45809 -1.23490 3.27602
H: 5.33194 0.03058 2.79806
C: -5.86070 0.35637 1.24891
O: -4.81284 0.68973 2.17814
C: -3.53779 0.93489 1.85981
O: -3.19431 1.40125 0.80951
O: -2.84415 0.79463 3.03464
C: -1.59102 1.40452 3.20829
H: -6.68856 -0.12548 1.76906
H: -5.56834 -0.41542 0.53691
H: -6.21385 1.28348 0.79740
H: -1.20493 1.18743 4.20424
H: -1.72088 2.48602 3.24811
H: -0.78232 1.13519 2.52891
C: 1.46537 3.26845 -0.30103
O: 0.66578 4.10776 0.51078
C: -0.60313 3.76713 0.74819
O: -1.28744 3.07217 0.00492
O: -1.07326 4.38525 1.87368
C: -0.31600 5.24246 2.69732
H: 1.07573 2.25106 -0.26651
H: 2.51189 3.37500 -0.01545
H: 1.44570 3.73581 -1.28555
H: 0.52834 4.63967 3.03172
H: -0.85715 5.58266 3.58023
H: 0.14848 6.05878 2.14419
C: -5.48029 -2.58949 -1.67114
O: -4.83029 -2.71922 -0.41814
C: -3.60254 -2.07665 -0.17760
O: -3.20180 -1.09010 -0.79708
O: -2.84120 -2.79492 0.77611
C: -3.04835 -4.11926 1.19014
H: -6.16360 -3.43833 -1.69696
H: -4.87473 -2.61650 -2.57705
H: -6.03666 -1.65218 -1.66916
H: -3.87468 -4.03926 1.89645
H: -2.14129 -4.51671 1.64555
H: -3.53041 -4.75558 0.44797


| no. | E_HOMO (eV) | E (hartree) |
| --- | --- | --- |
| 1 | -10.77 | -5103.0932 |
| 2 | -8.64 | -1455.9256 |
| 3 | -11.99 | -2420.8941 |
| 4 | -10.50 | -5369.5624 |